Here is a molecular structure, C38H33GeN5Re from OMol25. Energies are from ωB97M-V/def2-TZVPD.

Relative energy (zero: lowest compared OMol25 entry of this formula, charge and spin) (kcal per mole): 10.7
Highest occupied orbital energy (alpha / beta) (eV): -16.82 / -16.80
Total charge: +3
Kohn-Sham gap (alpha / beta) (eV): 5.91 / 5.93
Spin multiplicity: 1

Each line ends with the Mulliken charge.
Geometry (Å):
1 Re 0.461 0.515 -1.414  0.2757
2 C -5.315 -1.221 1.643  -1.4863
3 C -4.097 -0.482 1.181  0.2134
4 C -3.191 0.065 2.093  -1.2778
5 C -2.053 0.712 1.663  0.0638
6 C -1.774 0.831 0.301  -1.0108
7 N -0.552 1.438 -0.119  0.5025
8 C -0.249 2.677 0.465  1.0951
9 C -1.297 3.516 0.890  -0.2771
10 C -1.050 4.752 1.431  -1.1537
11 C 0.262 5.225 1.565  0.0868
12 C 0.534 6.593 2.105  -1.6042
13 C 1.304 4.408 1.124  -0.6748
14 C 1.072 3.158 0.585  0.6075
15 N 2.199 2.388 0.181  0.1581
16 C 3.475 2.548 0.553  0.0694
17 C 4.279 1.727 -0.223  -1.2474
18 C 3.414 1.075 -1.066  -0.0073
19 N 2.128 1.451 -0.813  -0.0597
20 C -2.675 0.284 -0.619  0.7133
21 C -3.814 -0.362 -0.179  -0.2868
22 N -2.443 0.379 -2.026  0.4066
23 C -3.338 0.438 -3.016  0.0974
24 C -2.674 0.275 -4.227  -1.1591
25 C -1.354 0.094 -3.890  -0.1756
26 N -1.198 0.156 -2.540  -0.1305
27 H -5.617 -0.904 2.639  0.4291
28 H -5.095 -2.291 1.685  0.1972
29 H -6.153 -1.081 0.962  0.4137
30 H -3.385 -0.021 3.154  0.4957
31 H -1.360 1.133 2.382  0.7355
32 H -2.318 3.188 0.757  0.5461
33 H -1.880 5.376 1.736  0.4760
34 H -0.146 6.832 2.922  0.4172
35 H 0.368 7.333 1.317  0.3407
36 H 1.559 6.696 2.454  0.3964
37 H 2.313 4.793 1.181  0.4712
38 H 3.748 3.228 1.344  0.4889
39 H 5.350 1.630 -0.162  0.5066
40 H 3.611 0.327 -1.818  0.5162
41 H -4.489 -0.806 -0.902  0.5307
42 H -4.387 0.583 -2.806  0.5961
43 H -3.111 0.285 -5.212  0.4626
44 H -0.496 -0.072 -4.524  0.5399
45 C 3.610 -0.650 3.512  -0.6452
46 C 2.252 -0.347 3.544  -1.0359
47 C 1.448 -0.670 2.461  0.4954
48 C 1.998 -1.288 1.334  0.4927
49 C 3.364 -1.575 1.305  -0.1997
50 C 4.165 -1.265 2.396  -0.7705
51 Ge 0.900 -1.753 -0.164  -0.3750
52 C 1.864 -2.242 -1.782  0.7432
53 C 2.539 -3.457 -1.896  -0.4046
54 C 3.245 -3.770 -3.052  -0.7636
55 C 3.299 -2.876 -4.113  -0.6014
56 C 2.638 -1.657 -4.031  -1.6245
57 C 1.934 -1.371 -2.872  -0.2541
58 C -0.787 -2.610 0.094  0.5793
59 C -1.535 -3.042 -1.005  -0.2063
60 C -2.696 -3.773 -0.814  -0.9121
61 C -3.116 -4.078 0.477  -0.6245
62 C -2.380 -3.652 1.576  -0.8403
63 C -1.217 -2.918 1.388  -0.1139
64 H 4.233 -0.420 4.366  0.4634
65 H 1.823 0.116 4.423  0.5020
66 H 0.383 -0.462 2.508  0.3304
67 H 3.808 -2.059 0.441  0.4452
68 H 5.218 -1.515 2.384  0.4847
69 H 2.514 -4.176 -1.085  0.5151
70 H 3.754 -4.723 -3.126  0.4814
71 H 3.853 -3.127 -5.008  0.4541
72 H 2.674 -0.954 -4.853  0.5008
73 H 1.434 -0.370 -2.932  1.1337
74 H -1.191 -2.845 -2.017  0.4981
75 H -3.259 -4.133 -1.666  0.5001
76 H -4.008 -4.674 0.625  0.5156
77 H -2.696 -3.915 2.577  0.4871
78 H -0.632 -2.617 2.250  0.4512

=====

Here is a molecular structure, C40H100As5F30N5O5 from OMol25. Energies are from ωB97M-V/def2-TZVPD.

Highest occupied orbital energy (alpha / beta) (eV): -12.28 / -12.28
Total charge: +1
Expectation value of S²: 0.7546
Kohn-Sham gap (alpha / beta) (eV): 9.80 / 3.03
Spin multiplicity: 2

Each line ends with the Mulliken charge.
Geometry (Å):
1 C -8.919 20.214 -34.105  -1.1914
2 C -8.149 21.498 -33.718  -0.3226
3 N -7.999 22.550 -34.894  -0.1389
4 C -7.213 21.805 -36.056  -1.0656
5 C -9.362 23.006 -35.458  -0.8118
6 C -10.354 23.608 -34.413  -0.5215
7 C -7.268 23.927 -34.424  -0.3484
8 C -5.818 23.917 -33.997  -0.8384
9 O -4.906 23.331 -34.878  -0.3963
10 C -3.732 22.991 -34.270  -0.8096
11 H -8.801 19.860 -35.129  0.2422
12 H -9.993 20.399 -34.103  0.1953
13 H -8.682 19.363 -33.466  0.4502
14 H -7.128 21.223 -33.454  0.5326
15 H -8.373 21.957 -32.756  0.4520
16 H -6.844 22.566 -36.744  0.3386
17 H -7.941 21.074 -36.408  0.5492
18 H -6.364 21.390 -35.513  0.3843
19 H -9.760 22.033 -35.743  0.4170
20 H -9.140 23.663 -36.299  0.5487
21 H -10.352 24.689 -34.273  0.5168
22 H -10.153 23.121 -33.458  -0.2553
23 H -11.432 23.574 -34.569  0.4936
24 H -7.856 24.280 -33.577  0.1423
25 H -7.436 24.654 -35.219  0.5134
26 H -5.664 23.349 -33.080  0.4470
27 H -5.493 24.940 -33.804  0.4425
28 H -3.074 22.354 -34.861  0.3124
29 H -4.000 22.154 -33.626  0.3463
30 H -3.278 23.829 -33.741  0.3226
31 C -12.466 25.267 -31.825  -0.9565
32 C -13.937 24.635 -32.078  -0.0800
33 N -14.377 23.504 -30.916  1.0285
34 C -15.950 23.398 -30.715  -0.9332
35 C -13.914 22.145 -31.417  -0.1844
36 C -12.429 21.739 -31.207  -0.4479
37 C -13.767 23.736 -29.497  0.0555
38 C -14.382 25.045 -28.922  -2.0229
39 O -15.606 24.873 -28.169  0.9998
40 C -15.457 24.318 -26.790  -1.0991
41 H -12.441 25.793 -30.871  0.2454
42 H -12.485 26.061 -32.571  0.5359
43 H -11.565 24.661 -31.921  -0.2006
44 H -14.051 24.147 -33.047  0.5365
45 H -14.738 25.336 -31.846  0.3460
46 H -16.104 22.742 -29.858  0.4790
47 H -16.439 23.115 -31.648  0.0905
48 H -16.287 24.383 -30.395  0.0314
49 H -14.151 22.151 -32.481  0.3198
50 H -14.490 21.436 -30.823  0.3994
51 H -12.005 21.869 -30.211  0.0623
52 H -11.796 22.241 -31.939  -0.7210
53 H -12.217 20.677 -31.330  0.7175
54 H -12.698 23.843 -29.680  -0.2143
55 H -13.783 22.938 -28.754  0.2908
56 H -14.369 25.944 -29.538  0.3934
57 H -13.630 25.329 -28.185  0.6711
58 H -14.867 23.418 -26.616  0.2243
59 H -16.383 24.202 -26.227  0.5478
60 H -14.782 25.024 -26.307  0.4736
61 C -23.321 23.397 -31.996  -1.2926
62 C -22.484 22.124 -32.085  -0.5588
63 N -21.151 22.359 -32.739  0.3079
64 C -21.220 23.089 -34.106  -1.0628
65 C -20.271 23.287 -31.769  0.1627
66 C -20.148 22.700 -30.403  -1.4153
67 C -20.349 20.992 -32.946  -1.0161
68 C -18.858 21.017 -33.385  -0.1334
69 O -18.726 21.585 -34.698  -0.3462
70 C -17.426 21.421 -35.164  -0.6478
71 H -22.849 24.279 -31.563  0.2494
72 H -24.261 23.147 -31.505  0.4005
73 H -23.913 23.587 -32.892  0.4076
74 H -22.884 21.381 -32.775  0.6240
75 H -22.404 21.659 -31.102  0.4245
76 H -21.741 24.028 -33.915  0.4783
77 H -21.966 22.553 -34.693  0.4526
78 H -20.373 23.276 -34.765  0.2619
79 H -20.758 24.260 -31.837  0.6898
80 H -19.292 23.411 -32.231  -0.1948
81 H -19.674 23.346 -29.663  0.0075
82 H -19.898 21.645 -30.287  0.3986
83 H -21.096 22.793 -29.873  0.3177
84 H -20.905 20.657 -33.821  0.5515
85 H -20.662 20.378 -32.102  0.5469
86 H -18.607 19.986 -33.635  0.6288
87 H -18.174 21.391 -32.623  -0.1079
88 H -17.199 20.439 -35.579  0.3574
89 H -16.750 21.526 -34.316  0.0190
90 H -17.066 22.220 -35.812  0.3861
91 C -20.265 29.345 -27.046  -1.2115
92 C -19.130 28.482 -26.522  -0.1456
93 N -17.793 28.971 -27.257  0.3203
94 C -17.331 30.354 -26.543  -1.0711
95 C -16.676 27.931 -26.868  0.2137
96 C -15.287 28.316 -27.361  -1.1024
97 C -17.853 29.175 -28.804  -1.4593
98 C -18.058 27.838 -29.562  0.5107
99 O -19.260 27.172 -29.285  -0.4589
100 C -19.187 25.740 -29.194  -0.3682
101 H -20.274 30.408 -26.803  0.3350
102 H -21.240 28.960 -26.745  0.4197
103 H -20.226 29.243 -28.131  0.2615
104 H -19.335 27.455 -26.825  0.2260
105 H -19.002 28.618 -25.448  0.5302
106 H -16.359 30.700 -26.895  0.3955
107 H -17.285 30.309 -25.455  0.4383
108 H -17.991 31.163 -26.855  0.3906
109 H -17.015 26.969 -27.252  -0.3848
110 H -16.671 27.818 -25.784  0.3949
111 H -15.121 27.918 -28.362  0.2545
112 H -14.534 27.751 -26.812  0.2846
113 H -14.973 29.345 -27.184  0.3970
114 H -17.006 29.669 -29.280  0.4262
115 H -18.646 29.835 -29.156  0.5534
116 H -17.127 27.296 -29.397  -0.4191
117 H -18.103 28.085 -30.623  0.6373
118 H -18.681 25.446 -28.275  0.2901
119 H -18.682 25.234 -30.017  -0.0967
120 H -20.209 25.409 -29.010  0.4890
121 C -11.405 16.946 -25.474  -1.1453
122 C -11.531 17.723 -26.834  -0.4721
123 N -12.957 18.288 -27.115  0.4043
124 C -13.008 18.973 -28.458  -1.4741
125 C -14.069 17.201 -27.198  -0.3567
126 C -13.817 15.854 -27.950  -1.3021
127 C -13.342 19.293 -26.082  -0.6110
128 C -12.513 20.542 -25.943  -1.0996
129 O -12.444 21.336 -27.173  0.0022
130 C -11.716 22.554 -26.862  -0.5977
131 H -12.095 16.102 -25.492  0.2814
132 H -11.614 17.585 -24.617  0.2964
133 H -10.360 16.637 -25.485  0.4350
134 H -11.439 17.085 -27.713  0.5829
135 H -10.814 18.543 -26.844  0.3306
136 H -12.119 19.577 -28.641  0.4101
137 H -13.882 19.622 -28.513  0.2939
138 H -13.013 18.103 -29.115  0.6369
139 H -14.971 17.663 -27.600  0.3034
140 H -14.295 16.956 -26.160  0.5182
141 H -13.801 16.071 -29.018  0.3660
142 H -14.758 15.310 -27.868  0.4532
143 H -13.041 15.210 -27.538  0.3002
144 H -13.314 18.766 -25.128  0.6397
145 H -14.353 19.657 -26.269  0.2303
146 H -11.593 20.423 -25.371  0.5025
147 H -13.093 21.159 -25.258  0.4822
148 H -10.782 22.345 -26.341  0.4433
149 H -12.384 23.241 -26.344  0.3967
150 H -11.542 23.141 -27.764  -0.1023
151 As -15.520 26.695 -22.443  1.9733
152 F -17.127 26.910 -23.185  -0.4677
153 F -15.948 28.117 -21.369  -0.4916
154 F -13.828 26.611 -21.742  -0.4890
155 F -15.249 25.198 -23.374  -0.4700
156 F -14.802 27.610 -23.871  -0.5188
157 F -16.164 25.688 -21.005  -0.5050
158 As -13.094 20.048 -35.213  1.9259
159 F -13.952 20.350 -36.759  -0.4932
160 F -14.654 19.786 -34.393  -0.5012
161 F -12.341 19.627 -33.610  -0.5081
162 F -11.568 20.224 -36.100  -0.4523
163 F -13.076 21.758 -34.787  -0.4282
164 F -13.197 18.234 -35.388  -0.5176
165 As -8.879 24.187 -29.751  1.9629
166 F -9.636 22.759 -30.571  -0.3926
167 F -10.508 24.821 -29.353  -0.4840
168 F -8.202 25.599 -28.766  -0.4965
169 F -7.240 23.581 -30.215  -0.4961
170 F -8.813 25.187 -31.263  -0.4837
171 F -8.915 23.219 -28.193  -0.5020
172 As -17.312 25.812 -34.611  1.9737
173 F -17.734 27.336 -35.472  -0.4948
174 F -17.624 26.766 -33.078  -0.5368
175 F -16.947 24.381 -33.610  -0.3378
176 F -16.994 25.038 -36.181  -0.4882
177 F -15.647 26.487 -34.502  -0.4925
178 F -19.027 25.274 -34.727  -0.4644
179 As -18.083 20.545 -26.019  2.0232
180 F -17.306 22.177 -25.909  -0.4717
181 F -18.711 20.930 -27.653  -0.4767
182 F -18.709 18.904 -26.098  -0.5063
183 F -17.450 20.164 -24.413  -0.4965
184 F -19.631 21.150 -25.308  -0.5037
185 F -16.570 19.997 -26.813  -0.5245

=====

Here is C3H3NO3 in the gas phase from OMol25. Energies are from ωB97M-V/def2-TZVPD.

Relative energy (zero: lowest compared OMol25 entry of this formula, charge and spin) (kcal per mole): 38.7
Highest occupied orbital energy (eV): -10.88
Total charge: 0
SMILES string: [H]/N=C(/C=O)OC=O
Kohn-Sham gap (eV): 10.20
Spin multiplicity: 1

Each line ends with the Mulliken charge.
Geometry (Å):
1 H -0.561 2.202 -1.087  0.2943
2 N -1.155 1.435 -0.768  -0.5988
3 C -0.468 0.490 -0.287  0.4097
4 C -1.287 -0.683 0.204  0.2472
5 O -0.874 -1.688 0.726  -0.4714
6 O 0.897 0.549 -0.264  -0.3324
7 C 1.720 -0.381 0.340  0.1514
8 O 2.900 -0.215 0.314  -0.4235
9 H -2.357 -0.496 0.012  0.3599
10 H 1.183 -1.212 0.810  0.3638

=====

Which max |F| belongs to each record? In order, 0.42 4.70 0.72 eV/Å.
Which molecular weight belongs to each record? In order, 818.53 1675.82 101.06 g/mol.
Which electronic energy belongs to each record? In order, -106010.7005 -446502.5077 -10791.0209 eV.